A structure of composition C54H55CsGeN8O3S2, computed with ωB97M-V/def2-TZVPD.

```
124
Properties=species:S:1:pos:R:3:forces:R:3:mulliken_charge:R:1
Cs 0.13176 0.31802 1.18707 1.269 0.099 0.109 1.19
C 1.30157 1.88136 7.99076 0.006 -0.034 0.030 -1.08
C 1.17686 2.62618 6.66396 -0.108 0.024 0.034 -0.41
N 1.89293 1.99151 5.58624 0.065 -0.083 -0.056 -0.18
C 1.37850 0.94468 4.84198 0.142 0.058 0.135 -0.09
S 2.50706 0.13204 3.83166 -0.077 0.038 0.027 -0.43
N 0.10155 0.70550 5.06047 -0.160 -0.110 -0.164 -0.74
N -0.47593 -0.15051 4.16292 -0.033 0.098 0.338 0.58
C -1.58168 -0.69121 4.52404 0.067 -0.064 -0.056 -0.01
C -2.19866 -0.53688 5.88721 -0.051 0.046 0.012 -1.36
C -2.28234 -1.53108 3.51687 -0.001 -0.014 0.090 0.65
C -3.59394 -1.96480 3.73465 0.081 0.037 -0.023 -0.61
C -4.21679 -2.73287 2.76473 -0.020 -0.002 0.015 -0.62
C -3.52201 -3.05450 1.61328 0.043 -0.043 -0.062 -1.04
C -2.21612 -2.58963 1.47762 -0.119 -0.103 0.056 0.51
N -1.61785 -1.85326 2.40276 -0.041 -0.097 0.110 0.13
H 0.76642 2.39524 8.79398 -0.031 0.021 -0.016 0.32
H 2.34806 1.78653 8.29103 0.010 0.013 -0.015 0.31
H 0.88921 0.87742 7.88344 0.000 -0.003 -0.007 0.27
H 1.53352 3.65719 6.76301 0.055 -0.050 0.034 0.38
H 0.12954 2.67063 6.37058 -0.002 0.028 0.006 0.26
H 2.89773 1.97198 5.62748 0.027 0.068 -0.035 0.22
H -1.48532 -0.06147 6.55456 0.006 -0.010 -0.019 0.22
H -2.49036 -1.50978 6.29004 0.018 -0.012 0.009 0.38
H -3.10052 0.08234 5.85257 0.001 0.030 -0.012 0.26
H -4.11686 -1.69553 4.64140 -0.014 0.004 0.002 0.36
H -5.23549 -3.07297 2.91613 0.000 -0.005 -0.027 0.36
H -3.96575 -3.65333 0.82757 -0.017 -0.007 0.013 0.53
H -1.60452 -2.80913 0.59991 -0.033 0.075 -0.018 -0.13
O -3.51024 8.75641 -1.09140 0.013 0.021 -0.003 -0.53
C -3.81149 7.43027 -0.90621 -0.079 0.002 0.006 0.73
O -4.97699 7.13917 -0.76055 -0.056 -0.021 -0.014 -0.61
C -2.69406 6.49144 -0.89517 0.067 -0.061 -0.005 0.74
C -2.93323 5.15887 -0.49154 0.048 0.094 -0.041 -0.76
C -1.92435 4.23973 -0.47323 -0.033 0.020 -0.004 -0.12
C -0.59447 4.55034 -0.87273 -0.124 -0.052 0.150 0.74
C -0.35691 5.90358 -1.25413 0.050 -0.059 -0.088 -1.10
C -1.38002 6.82130 -1.27011 -0.075 0.013 0.032 -1.12
N 0.29788 3.53989 -0.86240 0.138 0.129 -0.008 0.15
C 1.60117 3.79636 -0.94407 0.087 0.018 0.013 -1.16
C 2.57350 2.75788 -1.05794 0.091 0.032 0.023 0.40
C 3.95964 3.05843 -1.07116 -0.142 -0.036 0.017 -1.01
C 4.87333 2.03951 -1.19227 0.035 -0.005 -0.005 -0.76
C 4.42500 0.72035 -1.31335 0.007 -0.004 0.001 -0.44
C 3.05267 0.51551 -1.30651 0.018 -0.050 0.039 -0.58
N 2.15059 1.47887 -1.18627 -0.070 -0.063 0.152 0.87
H -2.55199 8.84999 -1.08563 0.024 0.024 -0.007 0.27
H -3.93177 4.87588 -0.18363 -0.021 0.034 -0.004 0.51
H -2.10381 3.23581 -0.11842 -0.034 -0.133 -0.010 0.63
H 0.62450 6.21271 -1.58992 -0.010 -0.041 -0.006 0.24
H -1.13132 7.81773 -1.62976 -0.024 0.013 0.004 0.10
H 1.99959 4.81088 -0.84883 -0.048 -0.033 -0.016 0.21
H 4.27916 4.08889 -0.96864 0.011 0.007 0.005 0.41
H 5.93505 2.26104 -1.18383 0.001 -0.020 0.006 0.39
H 5.10102 -0.12254 -1.36467 0.012 0.011 -0.026 0.35
H 2.64522 -0.48967 -1.39680 0.059 -0.027 0.025 0.60
C -7.32433 4.26644 -1.72323 -0.081 0.037 -0.015 -1.47
C -6.22591 3.24836 -1.62024 0.046 -0.009 0.023 1.12
C -5.41435 2.96298 -2.71343 0.036 0.009 -0.005 -0.68
C -4.32675 2.11313 -2.59054 0.019 -0.023 -0.042 -0.68
C -4.06050 1.51764 -1.36853 -0.030 -0.082 0.012 -0.42
C -4.86350 1.77288 -0.26771 0.053 -0.004 -0.075 -0.39
C -5.94245 2.63305 -0.40346 -0.015 -0.033 0.017 -0.77
S -2.53707 0.59991 -1.14846 0.199 -0.054 0.153 1.31
C -3.00609 -1.01897 -1.75160 -0.132 0.087 -0.028 -0.81
O -2.38599 0.42667 0.33726 -1.033 0.146 -0.445 -0.77
H -7.60471 4.44143 -2.76203 -0.015 -0.022 -0.016 0.38
H -6.98773 5.21906 -1.31074 0.018 0.047 0.034 0.25
H -8.21438 3.95125 -1.17462 0.023 0.013 0.002 0.35
H -5.60780 3.45015 -3.66185 -0.012 0.005 -0.011 0.30
H -3.66342 1.94208 -3.43118 0.007 -0.012 -0.007 0.43
H -4.59922 1.32592 0.68268 -0.003 -0.005 0.017 0.43
H -6.56022 2.85546 0.45964 0.000 0.009 0.006 0.33
H -3.83073 -1.37945 -1.13672 -0.015 -0.018 -0.009 0.41
H -2.11237 -1.63864 -1.63850 0.041 -0.007 0.057 -0.09
H -3.26756 -0.94683 -2.80566 -0.007 0.029 -0.006 0.46
C 0.30205 -2.50248 -0.78191 -0.095 0.077 0.010 -1.90
Ge 1.86736 -3.58928 -0.78375 -0.162 0.058 -0.058 2.24
C 3.58437 -2.93281 -0.04665 -0.021 0.051 0.025 0.06
C 3.56941 -2.19305 1.13731 -0.023 0.067 0.033 -0.24
C 4.73782 -1.68939 1.69229 -0.025 -0.008 0.018 -0.48
C 5.95653 -1.93688 1.07374 0.041 0.085 0.072 -0.54
C 5.99539 -2.67509 -0.09904 0.053 0.008 -0.069 -0.67
C 4.81751 -3.15885 -0.65585 -0.009 -0.088 -0.076 -0.08
C 2.34891 -4.23277 -2.60285 0.069 -0.030 0.065 -0.47
C 2.74442 -3.29701 -3.55893 -0.001 0.065 -0.019 -0.01
C 3.05929 -3.67344 -4.85576 0.011 -0.003 -0.052 -0.84
C 2.97889 -5.00925 -5.23124 0.024 0.019 -0.037 -0.50
C 2.58251 -5.95445 -4.29735 -0.005 -0.047 -0.032 -0.63
C 2.27412 -5.56533 -2.99878 -0.026 -0.077 0.050 -0.17
C 1.49695 -5.22537 0.26156 -0.063 0.022 -0.072 -0.35
C 0.17404 -5.52826 0.57990 0.003 -0.001 -0.013 -0.51
C -0.14591 -6.67068 1.30138 -0.064 -0.003 0.006 -0.54
C 0.85773 -7.53494 1.71625 -0.016 -0.039 0.032 -0.37
C 2.18069 -7.24423 1.41383 0.040 -0.054 0.029 -0.65
C 2.49144 -6.09711 0.69624 0.103 0.017 -0.013 -0.16
H 0.50992 -1.55536 -1.31280 0.103 -0.022 -0.097 0.65
H 2.63187 -1.98332 1.64456 0.001 -0.027 -0.008 0.42
H 4.67838 -1.09506 2.59651 0.042 -0.027 -0.006 0.24
H 6.87224 -1.54147 1.49935 -0.004 -0.006 0.003 0.35
H 6.94301 -2.86487 -0.59285 0.000 -0.002 0.011 0.34
H 4.86298 -3.72282 -1.58258 -0.003 0.002 0.000 0.27
H 2.79028 -2.24674 -3.28948 0.010 0.007 0.012 0.42
H 3.36128 -2.92246 -5.57832 0.005 -0.016 -0.003 0.32
H 3.22312 -5.30836 -6.24449 -0.010 0.002 0.004 0.35
H 2.50966 -6.99952 -4.57935 0.008 0.007 -0.005 0.36
H 1.96540 -6.31885 -2.28104 0.003 0.010 0.012 0.38
H -0.59935 -4.83701 0.26201 0.002 -0.020 -0.004 0.16
H -1.18078 -6.88046 1.54872 0.004 -0.009 0.005 0.38
H 0.61140 -8.42573 2.28362 0.002 0.005 0.000 0.35
H 2.97178 -7.90766 1.74674 -0.006 0.005 -0.001 0.37
H 3.53195 -5.86809 0.48404 -0.003 -0.007 -0.009 0.34
C 2.24912 2.06243 -4.16672 0.035 0.043 -0.030 -0.96
N 1.26817 1.00405 -4.13318 -0.108 -0.072 -0.082 0.33
C 1.33020 -0.20545 -4.78191 0.047 0.003 -0.027 -0.34
C 0.19331 -0.87315 -4.43061 0.082 -0.054 0.031 -0.83
N -0.56121 -0.10679 -3.57989 -0.113 0.051 -0.110 -0.04
C 0.11785 1.00597 -3.42236 -0.060 0.057 0.087 -0.32
H 2.39809 2.40375 -5.19310 0.025 0.002 0.007 0.40
H 3.19639 1.72245 -3.74407 -0.012 0.027 -0.037 0.32
H 1.88288 2.88861 -3.56031 0.018 -0.003 -0.050 0.28
H 2.17295 -0.48002 -5.39388 -0.011 0.005 -0.011 0.55
H -0.09723 -1.87525 -4.70188 -0.009 0.005 -0.013 0.41
H -0.14034 1.82702 -2.76692 -0.007 -0.013 0.013 0.24
```
Forces are in eV/Å.

Calculated values
HOMO-LUMO gap (spin up / spin down) (hartree): 0.2080 / 0.1688
Maximum force (eV/Å): 1.3
HOMO (spin up / spin down) (Ha): -0.0750 / -0.0352
Charge: -2
Total energy (hartree): -5647.899170
Relative energy (zero: lowest compared OMol25 entry of this formula, charge and spin) (kcal per mole): 0.02